Formula: C54H54AlAsN6O2SeSi
Source: the OMol25 dataset
Level of theory: the ωB97M-V functional and the def2-TZVPD basis

Properties
- LUMO (spin up / spin down): 0.02 / -0.09 eV
- Gap between HOMO and LUMO (spin up / spin down): 5.8 / 4.7 eV

The geometry in XYZ format:
```
120
Properties=species:S:1:pos:R:3:forces:R:3
Al -0.254296 0.108811 -0.221328 -0.6459 -0.3530 -0.7343
Se -3.805596 7.021911 -0.304828 0.1664 -0.5312 0.0323
N -3.390996 5.885711 1.005772 0.2756 -0.5856 0.2576
C -2.909296 4.778311 0.467472 -0.6667 1.5048 0.3047
C -2.468496 3.647111 1.232272 0.2248 -0.7895 0.8720
C -2.601796 3.521211 2.599372 -0.0125 0.1823 -0.6277
C -2.129996 2.358011 3.216672 0.1761 -0.3747 0.1940
C -1.509396 1.387211 2.449272 -0.1140 -0.0335 0.4709
N -1.366896 1.454511 1.135372 0.0197 -0.2089 -0.3979
C -1.876396 2.563211 0.512172 -0.1724 0.4182 0.0928
C -1.823496 2.556111 -0.875028 -0.3455 0.5909 -0.1068
N -1.275996 1.444411 -1.428628 0.2053 0.4404 0.1545
C -1.296196 1.335611 -2.738028 -0.2159 -0.0411 -0.4514
C -1.837796 2.294611 -3.585728 -0.0678 -0.0320 -0.1144
C -2.365596 3.461611 -3.042328 0.0861 0.0098 0.4363
C -2.358196 3.621011 -1.667428 0.3808 -0.8119 -0.5179
C -2.853796 4.765111 -0.968628 -0.6152 1.4766 -0.3803
N -3.289596 5.867011 -1.559728 0.2739 -0.6048 -0.2421
H -3.075496 4.304311 3.169172 -0.0332 0.1429 0.0456
H -2.235496 2.223711 4.282072 0.0570 -0.0809 0.0711
H -1.104196 0.498011 2.929272 0.0563 0.2102 -0.0322
H -0.869496 0.423611 -3.116328 0.1066 -0.1149 -0.1510
H -1.833096 2.136211 -4.652028 0.0362 -0.0784 -0.0764
H -2.778496 4.240011 -3.664428 -0.0467 0.1037 -0.0805
O -0.578496 -1.219989 1.067472 0.6871 0.0195 0.6561
As -1.522596 -2.084389 2.084272 -0.7922 -1.0861 0.4210
C -1.712396 -3.922589 1.477472 -0.0642 0.1502 0.1631
C -0.967196 -4.989189 1.965772 0.1621 0.2712 0.1438
C -1.143396 -6.255289 1.431172 0.0941 -0.0489 0.0027
C -2.072596 -6.466189 0.425172 -0.0239 0.0779 0.0359
C -2.852296 -5.412389 -0.029128 -0.0061 -0.0874 0.0118
C -2.672896 -4.145789 0.495772 -0.0479 0.3774 0.0782
C -3.358796 -1.516689 2.201172 0.1413 -0.0939 0.0716
C -4.157896 -2.225189 3.092672 0.2130 -0.1468 0.0820
C -5.493996 -1.898189 3.230072 0.0102 -0.0481 0.0528
C -6.028996 -0.866989 2.471272 0.0134 0.0332 -0.0349
C -5.238996 -0.185689 1.558672 -0.0376 0.0116 -0.0344
C -3.900396 -0.515589 1.412772 0.3027 0.0574 -0.1662
C -0.824596 -2.117989 3.895272 0.0677 0.1893 -0.0943
C -1.501596 -1.467989 4.924972 -0.1945 -0.0073 -0.4496
C -0.960896 -1.438289 6.196872 0.1073 -0.0060 0.1921
C 0.257404 -2.053189 6.453672 -0.1264 0.0643 -0.1115
C 0.944204 -2.683389 5.426272 0.0577 -0.0211 0.0995
C 0.413804 -2.706989 4.149772 -0.1976 -0.0758 -0.3687
H -0.248096 -4.833989 2.762372 -0.0560 -0.1039 -0.0985
H -0.542396 -7.075589 1.797172 0.0066 -0.0487 0.0252
H -2.192896 -7.451789 0.000572 -0.0328 -0.0716 -0.0173
H -3.594296 -5.579089 -0.796328 -0.0274 0.0180 -0.0619
H -3.267496 -3.305589 0.146272 0.0108 -0.1895 -0.0848
H -3.714696 -3.033889 3.669972 -0.1901 0.0491 0.0183
H -6.114196 -2.443989 3.926072 -0.0412 -0.0242 0.0400
H -7.068396 -0.598789 2.589672 -0.0822 0.0147 -0.0134
H -5.661996 0.606011 0.958672 -0.0239 0.0555 -0.0564
H -3.264396 -0.007889 0.696172 -0.1422 0.0651 0.0277
H -2.447496 -0.975689 4.712872 0.1135 -0.0415 0.1307
H -1.489096 -0.926689 6.988472 -0.0231 0.0184 0.0556
H 0.676304 -2.029989 7.448772 0.0222 -0.0024 0.0677
H 1.896704 -3.151989 5.623772 0.0889 -0.0295 -0.0144
H 0.961204 -3.167389 3.331172 0.0492 0.0260 0.1625
C 0.351804 -3.220689 -1.456528 -0.1303 -0.0038 -0.1498
C -0.610096 -2.395089 -2.332128 0.1746 -0.1747 0.0154
C -1.698696 -3.309089 -2.909628 0.2751 0.1468 0.0410
C 0.200604 -1.804989 -3.497528 -0.1415 -0.1767 0.2026
C -1.158896 -1.320389 -1.441928 -0.1908 0.4461 0.2713
H 0.992204 -3.858289 -2.063428 0.1586 -0.1773 -0.0720
H -0.207796 -3.845389 -0.761628 0.0093 -0.0584 0.0823
H 0.964304 -2.531389 -0.879128 0.1391 -0.1008 0.0625
H -1.259196 -4.061389 -3.562128 0.0334 -0.1808 -0.1327
H -2.411596 -2.729589 -3.491528 -0.1109 0.1021 -0.0999
H -2.238196 -3.821489 -2.117728 -0.0622 -0.0282 0.0758
H 0.707604 -2.599989 -4.041728 0.1167 -0.1130 -0.1242
H 0.944304 -1.108989 -3.123228 0.0936 0.1267 -0.0235
H -0.452796 -1.290589 -4.201028 -0.0294 0.1026 -0.0948
H -2.217896 -1.510489 -1.213228 -0.1500 0.0695 -0.0018
C 4.062604 -0.378789 0.386472 -0.2342 0.0848 -0.1827
C 4.090504 -0.257089 -1.136428 0.0196 0.2537 -0.0346
C 5.499604 0.181711 -1.543828 -0.1616 0.1455 -0.0467
C 3.815704 -1.650789 -1.706128 -0.1999 0.2394 -0.0853
Si 2.663804 0.934011 -1.687528 0.3196 -0.0107 -0.1157
O 1.286504 0.424411 -1.041528 -0.0419 -0.0600 -0.1501
C 2.555904 1.050111 -3.592528 0.2001 -0.1432 0.4574
C 1.508304 1.782911 -4.140728 -0.0063 0.0457 0.1109
C 1.339404 1.913311 -5.506428 -0.1459 0.0969 -0.0412
C 2.238104 1.319111 -6.375828 0.0163 0.0164 -0.0749
C 3.310804 0.616911 -5.857128 0.0738 -0.0430 -0.1667
C 3.460104 0.487311 -4.487528 0.1251 -0.0946 0.0818
C 2.890104 2.756811 -1.142928 0.1790 -0.4483 -0.0661
C 4.083804 3.321511 -0.708928 0.1398 -0.1638 0.0178
C 4.153104 4.623011 -0.240528 0.1614 0.1416 0.1020
C 3.018304 5.412811 -0.213428 -0.0052 0.0846 0.0444
C 1.824604 4.893511 -0.689528 -0.1430 0.0385 -0.0132
C 1.769704 3.585711 -1.139228 -0.0437 0.0068 -0.1439
H 4.850704 -1.047789 0.737072 0.1336 -0.0829 0.0068
H 3.104704 -0.776689 0.707172 -0.0537 -0.0582 0.1077
H 4.203404 0.593211 0.855472 0.0101 0.1392 0.2119
H 6.197604 -0.649589 -1.432328 0.0782 -0.1089 0.0170
H 5.854704 0.987311 -0.906128 0.1165 0.0704 0.0206
H 5.544304 0.526511 -2.571828 0.1429 0.0644 -0.1704
H 4.554204 -2.369489 -1.347728 0.1355 -0.0421 0.1059
H 3.837504 -1.664389 -2.791428 -0.0157 -0.0715 -0.1844
H 2.834904 -1.984389 -1.388228 -0.1613 -0.1786 -0.0326
H 0.804804 2.257111 -3.477728 -0.0946 0.1480 -0.0102
H 0.506004 2.487511 -5.887228 -0.0642 0.0322 -0.0563
H 2.111404 1.408911 -7.445528 -0.0128 0.0319 -0.0636
H 4.038804 0.167811 -6.519328 0.0139 -0.0412 -0.0453
H 4.308104 -0.067889 -4.122528 0.1149 -0.1211 0.0384
H 4.987304 2.734811 -0.721428 0.1409 -0.0623 0.0278
H 5.101004 5.018911 0.103272 0.0027 0.0182 0.0146
H 3.065304 6.422011 0.171072 -0.0122 0.0845 -0.0307
H 0.932004 5.503011 -0.702228 -0.0974 0.0562 0.0135
H 0.825204 3.183711 -1.471428 -0.2833 -0.0115 -0.0448
N 2.278104 2.215211 2.756472 0.1657 0.2988 0.0959
C 2.422604 1.015711 3.393872 0.0485 -0.3524 0.2517
C 1.721704 0.116811 2.647572 0.1538 0.0337 0.4819
N 1.159604 0.746011 1.585072 -0.0455 0.0702 -0.3847
C 1.511204 2.000811 1.672072 0.0092 0.0636 -0.1207
H 2.693904 3.091411 3.030772 -0.1030 -0.0897 -0.1088
H 2.987604 0.900511 4.296272 0.1189 0.0165 0.1281
H 1.597204 -0.931889 2.819872 0.0014 -0.1393 -0.0161
H 1.243404 2.757111 0.963772 -0.0487 0.2566 0.0500
```
Positions in Å, forces in eV/Å.

---

Formula: C31H50KN3O2PSi4Te
Source: the OMol25 dataset
Level of theory: the ωB97M-V functional and the def2-TZVPD basis

Properties
- LUMO: 2.34 eV
- Energy relative to the best compared isomer or geometry (same formula, charge and spin): 59.3 kJ/mol
- Gap between HOMO and LUMO: 6.5 eV
- Net charge: -1

The geometry in XYZ format:
```
93
Properties=species:S:1:pos:R:3:forces:R:3
K -0.008195 -2.374797 -1.905283 1.1799 1.1614 1.0249
N 2.847151 -0.285166 -2.259523 -0.1727 0.2292 0.1104
C 3.286052 1.003197 -2.548156 0.0778 0.1160 -0.3628
C 4.648094 1.304576 -2.660249 -0.1619 -0.0574 0.0302
C 5.054823 2.575572 -3.007883 0.0297 0.1437 -0.0082
C 4.124866 3.584008 -3.253791 0.1459 -0.1257 0.0131
C 2.779523 3.286357 -3.151721 -0.1504 0.0721 0.0504
C 2.335855 2.011804 -2.812884 0.3084 -0.0983 0.1307
P 0.576276 1.564874 -2.664862 -0.1802 -0.2457 -0.0191
C -0.146099 3.011752 -1.846685 0.0250 0.0883 0.0983
C -0.632324 4.128169 -2.517949 -0.0522 0.0280 -0.0538
C -1.159421 5.195738 -1.807741 0.0079 0.0160 -0.0534
C -1.195050 5.156398 -0.422269 -0.0301 0.0747 0.0617
C -0.716949 4.043026 0.252815 0.0057 0.0059 0.0122
C -0.201022 2.969608 -0.454993 -0.0290 0.0871 0.0353
C -0.029276 1.740243 -4.371550 -0.0005 -0.0272 -0.1367
C -1.402168 1.609318 -4.586462 0.1718 0.1394 0.0121
C -1.918242 1.610863 -5.868008 0.0812 0.2908 -0.2781
C -1.070324 1.728453 -6.962912 -0.0449 0.0208 0.0432
C 0.293345 1.857364 -6.760054 0.0451 0.0098 -0.0227
C 0.811821 1.867559 -5.472140 -0.0188 -0.0022 -0.0418
H 3.472683 -0.839371 -1.690032 -0.0062 0.1425 0.0600
H 1.941862 -0.180640 -1.806151 0.1319 -0.5602 0.1198
H 5.375119 0.526347 -2.466816 0.0431 -0.0177 0.0128
H 6.114513 2.787836 -3.078151 0.0134 0.0218 -0.0138
H 4.449947 4.580928 -3.514237 0.0150 0.0471 -0.0133
H 2.042350 4.063135 -3.327870 0.0227 -0.0117 -0.0057
H -0.617075 4.152618 -3.601580 0.0091 0.0308 0.0216
H -1.542008 6.055985 -2.341697 -0.0141 0.0381 0.0107
H -1.604020 5.991939 0.131534 -0.0166 0.0109 0.0137
H -0.755641 3.992925 1.331944 -0.0181 0.0349 0.0639
H 0.153261 2.092463 0.076092 0.0445 -0.0641 -0.0329
H -2.075119 1.488323 -3.744814 0.0587 0.0351 0.0855
H -2.985720 1.500135 -6.013741 0.0837 0.1018 -0.1007
H -1.471437 1.704910 -7.967100 -0.0283 0.0234 -0.0317
H 0.965248 1.947025 -7.604600 -0.0098 -0.0092 -0.0179
H 1.878114 1.969261 -5.326500 0.0446 -0.0255 0.0078
C -3.397524 -0.953796 -4.738749 -0.0931 0.1231 0.0704
C -3.494175 -1.448268 -3.329836 0.2414 -0.2716 -0.0622
N -4.315199 -0.971882 -2.477695 0.0033 0.0009 0.0546
O -5.076064 0.052106 -3.066141 -0.2670 0.3026 -0.0870
C -2.623250 -2.511563 -2.841579 -0.0553 -0.0341 -0.1815
C -2.791197 -2.986550 -1.428004 -0.0176 -0.0771 0.1633
N -1.761483 -2.981562 -3.703059 -0.2402 -0.2350 -0.2022
O -0.924533 -3.891470 -3.288951 -0.5170 -1.0457 -0.8307
H -3.130544 0.104727 -4.740082 -0.3220 -0.6480 0.1403
H -4.369643 -1.033260 -5.225055 -0.0501 -0.0582 -0.0359
H -2.645958 -1.519267 -5.278812 -0.0030 0.0069 -0.0250
H -5.612975 0.317972 -2.322434 -0.2543 0.2251 0.1401
H -2.646950 -2.175598 -0.707003 0.0421 0.0310 -0.0168
H -2.093939 -3.795040 -1.209937 -0.0796 -0.0686 -0.0710
H -3.803596 -3.349125 -1.251879 -0.0594 -0.0300 -0.0465
C -2.847872 -0.992840 2.787026 -0.0213 0.1976 0.1202
Si -1.400994 -0.196465 3.683964 0.3296 -0.2046 -0.0215
C -1.225331 1.570781 3.067121 -0.2173 -0.0544 0.1550
C -1.758429 -0.173995 5.538933 -0.1602 0.1560 -0.1350
Si 0.562860 -1.371758 3.200341 -0.0381 -0.0131 -0.0709
Te 1.100688 -0.851549 0.845084 0.1629 0.0912 0.1721
Si 2.331578 -0.642203 4.551153 -0.2866 -0.1234 -0.2016
C 3.955632 -1.321582 3.892797 -0.0322 0.1583 0.1650
C 2.409666 1.237617 4.497902 0.1115 -0.1485 0.0988
C 2.132117 -1.181556 6.350035 0.1919 0.0674 -0.0249
Si 0.233907 -3.683004 3.359573 0.0348 0.3572 -0.0185
C -0.421532 -4.195646 5.055119 0.0177 -0.1523 -0.1302
C -0.994643 -4.228973 2.045298 0.0869 -0.1805 0.1509
C 1.869681 -4.558044 3.043721 -0.1709 -0.0697 0.0541
H -3.727059 -0.348992 2.867144 -0.0804 -0.0125 -0.0430
H -3.102631 -1.965689 3.201700 -0.0114 -0.1230 0.0780
H -2.613870 -1.125116 1.732568 0.0293 0.0058 -0.1299
H -2.173548 2.101348 3.187063 -0.0282 0.0725 -0.0247
H -0.960293 1.561811 2.012841 0.0111 -0.0400 -0.1179
H -0.454603 2.119678 3.605020 0.1016 0.0312 0.0682
H -2.716528 0.320189 5.721706 -0.0259 0.0103 0.0860
H -0.988656 0.376467 6.078796 0.0789 0.0599 0.0417
H -1.808836 -1.176075 5.960643 -0.0033 -0.1330 0.0064
H 4.062640 -1.060655 2.841802 0.0114 0.0372 -0.1125
H 4.008265 -2.404351 3.975769 -0.0167 -0.1423 0.0184
H 4.790593 -0.893405 4.452243 0.0913 0.0037 -0.0087
H 2.443134 1.579826 3.465448 0.0145 0.0416 -0.1243
H 3.306639 1.586531 5.013614 0.0577 0.0857 0.0088
H 1.545424 1.692349 4.978739 -0.1092 0.0278 0.0604
H 2.167829 -2.266251 6.453616 0.0072 -0.0763 -0.0316
H 1.195658 -0.836942 6.785285 -0.1027 0.0563 0.0043
H 2.953653 -0.763460 6.938679 -0.0009 -0.0156 0.0862
H -1.427466 -3.809566 5.220123 -0.0748 0.0493 -0.0029
H 0.211195 -3.836772 5.865935 0.0745 0.0328 0.0435
H -0.468308 -5.286079 5.116313 -0.0263 -0.0418 0.0685
H -2.014679 -3.947914 2.298431 -0.1073 0.0442 0.0372
H -0.957608 -5.315066 1.932338 -0.0512 -0.0549 -0.0402
H -0.755591 -3.776781 1.085673 0.0720 0.0696 -0.0954
H 2.589223 -4.368438 3.837906 0.0647 0.0227 0.1155
H 2.305345 -4.211298 2.108620 0.0273 0.0359 -0.1158
H 1.708974 -5.636317 2.979137 0.0489 -0.0739 -0.0259
```
Positions in Å, forces in eV/Å.